[1]
84
Properties=species:S:1:pos:R:3 method="wB97M-V/def2-TZVPD" s2=6.04 e_homo_ev="-8.03 / -8.13" orbital_gap_ev="8.331 / 7.698" e_tot_ev=-91890.76269 largest_force_ev_per_a=2.7 multiplicity=5 total_charge=0
P 0.05 -1.45 -5.88
P 0.10 1.77 -5.72
C -0.32 -0.45 -7.40
C 0.38 0.90 -7.36
H -1.42 -0.34 -7.47
H 0.04 -1.04 -8.26
H 1.48 0.81 -7.49
H -0.02 1.57 -8.14
C -1.56 2.46 -6.17
H -1.88 3.20 -5.43
H -2.31 1.65 -6.21
H -1.49 2.93 -7.16
C 1.19 3.17 -6.19
H 0.82 3.59 -7.13
H 2.21 2.77 -6.34
H 1.20 3.93 -5.40
C -1.04 -2.83 -6.33
H -0.96 -3.63 -5.58
H -0.73 -3.19 -7.32
H -2.07 -2.45 -6.38
C 1.72 -2.04 -6.40
H 2.44 -1.20 -6.41
H 1.63 -2.46 -7.42
H 2.08 -2.81 -5.70
Cr 0.03 -0.04 -0.38
C 0.72 1.58 -1.76
C -0.67 1.51 -1.84
C -1.54 0.86 -2.87
C -1.96 -0.59 -2.57
C -0.86 -1.39 -1.95
C 0.52 -1.32 -2.17
C 1.28 -0.48 -3.15
C 1.74 0.91 -2.63
C 0.37 -1.72 0.82
H 1.12 2.44 -1.23
H -1.21 2.26 -1.24
H -1.07 0.89 -3.87
H -2.46 1.47 -2.96
H -2.83 -0.56 -1.89
H -2.35 -1.12 -3.46
H -1.20 -2.34 -1.53
H 1.08 -2.21 -1.85
H 0.66 -0.27 -4.04
H 2.16 -1.05 -3.49
H 2.68 0.76 -2.09
H 2.01 1.56 -3.48
H 1.17 -1.53 1.55
H 0.62 -2.64 0.25
H -0.57 -1.93 1.39
O -0.10 1.23 1.11
Si -0.25 1.41 2.69
C -0.17 3.18 3.39
C -0.28 3.38 4.77
C -0.20 4.67 5.31
C 0.00 5.76 4.46
C 0.10 5.56 3.08
C 0.02 4.27 2.54
C -1.90 0.82 3.37
C -2.10 -0.52 3.72
C -3.32 -0.92 4.29
C -4.35 0.00 4.43
C -4.19 1.33 4.01
C -2.95 1.74 3.49
C 1.15 0.68 3.72
C 0.99 -0.24 4.77
C 2.11 -0.73 5.45
C 3.38 -0.22 5.16
C 3.54 0.74 4.16
C 2.43 1.17 3.42
H -0.44 2.53 5.44
H -0.28 4.81 6.38
H 0.07 6.76 4.87
H 0.26 6.41 2.42
H 0.10 4.12 1.46
H -1.32 -1.27 3.57
H -3.45 -1.95 4.61
H -5.31 -0.31 4.84
H -5.01 2.04 4.09
H -2.83 2.78 3.19
H 0.01 -0.60 5.07
H 1.99 -1.49 6.23
H 4.25 -0.57 5.72
H 4.53 1.15 3.96
H 2.58 1.90 2.63

---

[2]
108
Properties=species:S:1:pos:R:3 method="wB97M-V/def2-TZVPD" e_homo_ev=-12.14 orbital_gap_ev=7.699 e_tot_ev=-103262.24515 largest_force_ev_per_a=9.0 multiplicity=1 e_above_lowest_kcal_mol=154.2 total_charge=+1
C 2.72 -3.63 1.45
N 2.78 -2.35 0.65
C 3.68 -2.48 -0.57
C 3.52 -1.04 -1.39
C 3.38 0.30 -0.40
C 3.16 1.79 -1.07
C 3.02 3.06 -0.04
C 1.63 3.86 -0.42
C 0.33 3.09 0.26
C -0.23 1.83 -0.64
O -1.65 2.03 -1.05
C -2.49 1.06 -0.28
C -3.29 -0.21 -1.00
O -2.61 1.27 1.06
C 3.09 1.85 -2.71
C 3.26 0.43 -3.57
N 3.46 -0.93 -2.91
H 2.77 -3.31 2.60
H 3.52 -4.44 1.18
H 1.62 -4.07 1.31
H 1.82 -2.08 0.34
H 4.83 -2.63 -0.29
H 3.36 -3.34 -1.32
H 3.42 0.22 0.78
H 3.98 3.76 -0.01
H 2.94 2.62 1.06
H 1.70 4.96 -0.02
H 1.43 3.89 -1.60
H 0.58 2.69 1.33
H -0.55 3.88 0.31
H 0.39 1.60 -1.60
H -0.24 0.85 0.03
H -3.32 0.04 -2.16
H -4.40 -0.21 -0.60
H -2.77 -1.25 -0.81
H 2.90 2.90 -3.21
H 3.20 0.54 -4.75
H 3.55 -1.81 -3.51
C -4.85 -0.40 2.69
C -5.08 -1.32 3.88
O -4.90 -2.69 3.49
C -3.61 -3.16 3.47
O -2.64 -2.47 3.75
C -3.58 -4.64 3.09
F -4.41 -4.93 2.05
F -3.98 -5.44 4.12
F -2.34 -5.07 2.73
H -5.49 -0.69 1.85
H -5.05 0.64 2.96
H -3.81 -0.47 2.33
H -6.11 -1.22 4.23
H -4.42 -1.06 4.72
C -3.32 -8.84 6.64
C -4.33 -7.74 6.93
O -5.59 -8.30 7.30
C -5.73 -8.67 8.61
O -4.84 -8.56 9.45
C -7.14 -9.20 8.88
F -7.58 -10.05 7.90
F -8.06 -8.20 8.95
F -7.24 -9.89 10.05
H -3.72 -9.53 5.88
H -2.38 -8.42 6.28
H -3.12 -9.44 7.53
H -4.49 -7.15 6.02
H -3.96 -7.05 7.70
C 2.93 9.52 2.85
C 1.91 9.49 1.73
O 2.56 9.33 0.46
C 2.88 8.05 0.10
O 2.65 7.06 0.80
C 3.52 8.02 -1.29
F 4.44 9.01 -1.47
F 2.59 8.18 -2.28
F 4.16 6.85 -1.56
H 3.68 10.29 2.66
H 2.45 9.72 3.81
H 3.47 8.57 2.92
H 1.37 10.44 1.70
H 1.16 8.70 1.89
C 2.42 -8.38 -3.65
C 1.87 -7.15 -4.35
O 2.65 -5.99 -4.01
C 3.80 -5.80 -4.73
O 4.18 -6.56 -5.62
C 4.49 -4.51 -4.31
F 4.53 -4.35 -2.95
F 3.86 -3.40 -4.80
F 5.79 -4.43 -4.73
H 2.47 -8.21 -2.57
H 1.79 -9.25 -3.84
H 3.44 -8.60 -3.98
H 0.85 -6.96 -4.01
H 1.83 -7.29 -5.44
C 0.54 8.30 -4.23
C -0.15 8.94 -5.42
O -0.20 8.01 -6.52
C -1.23 7.10 -6.49
O -2.07 7.05 -5.60
C -1.20 6.22 -7.74
F 0.06 5.78 -8.04
F -1.65 6.87 -8.84
F -1.96 5.10 -7.62
H 1.53 7.93 -4.51
H 0.65 9.03 -3.42
H -0.03 7.45 -3.85
H 0.42 9.80 -5.76
H -1.15 9.30 -5.16

---

[3]
99
Properties=species:S:1:pos:R:3 method="wB97M-V/def2-TZVPD" e_homo_ev=-6.75 orbital_gap_ev=6.857 e_tot_ev=-145582.17909 largest_force_ev_per_a=1.1 multiplicity=1 e_above_lowest_kcal_mol=0.0 total_charge=0
Ir 0.00 0.40 0.00
C -1.01 -4.11 0.76
C -0.78 -2.84 1.53
O 0.33 -2.47 1.87
N -1.90 -2.13 1.85
C -1.84 -0.90 2.61
C -2.48 0.26 1.89
C -3.64 0.80 2.44
C -4.35 1.78 1.77
C -3.90 2.16 0.52
C -2.73 1.61 0.04
N -1.99 0.72 0.72
H -0.22 -4.81 1.01
H -0.96 -3.88 -0.31
H -1.98 -4.56 0.98
H -2.79 -2.47 1.54
H -0.79 -0.73 2.84
H -2.38 -1.03 3.55
H -3.99 0.42 3.39
H -5.25 2.20 2.19
H -4.43 2.89 -0.08
H -2.34 1.88 -0.93
O -0.93 -1.91 -0.95
N -1.10 -1.25 -1.96
O -0.76 -0.02 -1.82
F 0.35 4.98 -6.00
C 0.36 4.43 -4.78
C 1.34 4.76 -3.87
F 2.29 5.64 -4.21
C 1.34 4.18 -2.62
F 2.33 4.54 -1.78
C 0.38 3.27 -2.20
Se 0.61 2.63 -0.41
C -0.59 2.96 -3.15
F -1.58 2.11 -2.87
C -0.61 3.52 -4.41
F -1.57 3.19 -5.28
N 1.78 -0.16 -0.51
P 3.07 -0.41 -1.28
N 4.40 0.53 -0.88
C 4.40 1.89 -1.46
C 5.48 2.73 -0.81
C 5.17 2.98 0.67
C 4.39 1.79 1.25
C 4.79 0.50 0.54
N 3.63 -1.94 -0.93
C 5.01 -2.39 -0.98
C 5.25 -3.43 -2.07
C 4.25 -4.58 -1.97
C 2.82 -4.04 -1.93
C 2.67 -3.03 -0.80
N 2.98 -0.19 -2.93
C 4.09 -0.55 -3.82
C 4.18 0.40 -5.00
C 2.90 0.36 -5.85
C 1.67 0.08 -4.97
C 1.90 0.58 -3.55
H 3.43 2.37 -1.32
H 4.58 1.80 -2.53
H 5.57 3.68 -1.35
H 6.44 2.22 -0.92
H 4.58 3.89 0.78
H 6.10 3.13 1.22
H 3.32 1.92 1.11
H 4.57 1.69 2.33
H 4.29 -0.36 1.01
H 5.87 0.33 0.63
H 5.26 -2.84 -0.01
H 5.66 -1.53 -1.12
H 6.27 -3.81 -2.00
H 5.15 -2.96 -3.05
H 4.43 -5.14 -1.04
H 4.38 -5.28 -2.79
H 2.10 -4.85 -1.80
H 2.58 -3.54 -2.88
H 2.85 -3.53 0.16
H 1.67 -2.61 -0.75
H 3.96 -1.57 -4.20
H 5.02 -0.54 -3.25
H 5.06 0.14 -5.60
H 4.35 1.42 -4.64
H 2.99 -0.40 -6.63
H 2.78 1.32 -6.37
H 1.47 -0.99 -4.92
H 0.78 0.55 -5.39
H 1.01 0.46 -2.95
H 2.14 1.66 -3.57
C 1.56 2.85 4.71
N 1.46 1.83 3.68
C 2.14 0.64 3.63
C 1.74 0.01 2.50
N 0.81 0.80 1.86
C 0.67 1.89 2.59
H 2.58 2.89 5.07
H 0.88 2.63 5.54
H 1.30 3.82 4.28
H 2.85 0.36 4.39
H 2.02 -0.95 2.10
H 0.03 2.72 2.35

---

[4]
94
Properties=species:S:1:pos:R:3 method="wB97M-V/def2-TZVPD" e_homo_ev=-8.55 orbital_gap_ev=8.551 e_tot_ev=-58986.89582 largest_force_ev_per_a=2.4 multiplicity=1 e_above_lowest_kcal_mol=0.0 total_charge=0
C 1.25 2.97 2.36
C 1.94 1.76 1.75
C 1.29 0.86 0.91
C 2.02 -0.21 0.40
C 3.36 -0.38 0.68
C 4.02 0.52 1.53
C 5.48 0.26 1.82
O 6.26 1.44 2.14
C 6.17 2.46 1.26
O 6.36 3.58 1.64
O 5.89 2.24 -0.04
C 3.29 1.56 2.06
H 0.35 2.64 2.88
H 1.91 3.45 3.08
H 1.03 3.71 1.59
H 0.24 1.01 0.68
H 1.50 -0.93 -0.24
H 3.89 -1.22 0.23
H 5.98 -0.32 1.04
H 5.52 -0.36 2.72
H 6.08 1.33 -0.30
H 3.76 2.28 2.73
C -3.20 0.94 -1.30
C -2.09 0.16 -0.77
N -1.20 -0.45 -0.37
H -3.53 0.52 -2.24
H -4.03 0.94 -0.60
H -2.88 1.97 -1.47
C 1.51 0.12 -3.58
C 0.05 0.41 -3.72
N -1.07 0.63 -3.83
H 1.62 -0.89 -3.23
H 1.98 0.25 -4.54
H 1.93 0.82 -2.86
C -5.09 -1.33 2.11
C -5.31 -1.41 0.67
N -5.48 -1.45 -0.46
H -5.70 -2.07 2.62
H -4.05 -1.51 2.34
H -5.37 -0.34 2.47
C -5.87 1.89 -4.69
C -5.96 1.59 -3.26
N -6.03 1.35 -2.14
H -4.83 1.93 -5.00
H -6.38 1.11 -5.26
H -6.35 2.84 -4.90
C 5.85 -1.86 -2.60
C 4.66 -1.15 -3.08
N 3.73 -0.59 -3.45
H 5.55 -2.79 -2.12
H 6.50 -2.07 -3.43
H 6.38 -1.25 -1.87
C 7.87 0.35 -5.25
C 7.28 -0.97 -5.49
N 6.82 -2.00 -5.69
H 8.36 0.37 -4.27
H 8.61 0.57 -6.02
H 7.09 1.11 -5.27
C -9.53 -0.59 -3.53
C -8.85 -0.17 -4.75
N -8.31 0.16 -5.71
H -9.68 -1.67 -3.54
H -8.94 -0.31 -2.66
H -10.51 -0.10 -3.46
C -5.85 3.14 2.62
C -4.74 2.36 3.18
N -3.87 1.76 3.61
H -6.19 2.69 1.69
H -6.68 3.16 3.33
H -5.53 4.16 2.43
C 6.99 -3.82 3.94
C 5.80 -3.10 3.50
N 4.85 -2.54 3.19
H 6.71 -4.73 4.45
H 7.61 -4.06 3.08
H 7.57 -3.19 4.62
C -12.31 -3.50 -4.98
C -11.12 -3.66 -4.14
N -10.19 -3.79 -3.48
H -13.05 -4.25 -4.72
H -12.74 -2.51 -4.82
H -12.03 -3.61 -6.02
C 2.25 -2.49 6.48
C 3.36 -3.26 7.04
N 4.24 -3.86 7.47
H 1.92 -2.94 5.55
H 1.42 -2.48 7.19
H 2.56 -1.47 6.29
C 4.79 3.15 5.66
C 3.37 2.83 5.57
N 2.25 2.57 5.49
H 5.34 2.61 4.89
H 4.94 4.22 5.52
H 5.17 2.87 6.64